C21H44N4O10PS2 | the ωB97M-V functional and the def2-TZVPD basis

Last column: Löwdin charge in e.
CARTESIAN COORDINATES (ANGSTROEM)
C1 -2.1932 1.5298 2.8104  0.022
C2 -1.2754 2.1844 1.7770  -0.369
C3 -2.0457 3.3423 1.1600  -0.100
C4 -3.3160 2.9051 0.4453  -0.189
C5 -4.5724 3.5004 1.0427  -0.200
C6 -5.8132 2.7468 0.6255  -0.210
C7 -6.9446 2.9557 1.5864  -0.295
N1 -6.8912 1.9303 2.6278  0.001
N2 -0.1489 2.6891 2.5559  0.217
C8 1.0270 2.4204 2.0927  -0.201
C9 2.2234 2.7854 2.8689  -0.030
C10 3.5197 3.0937 2.1592  -0.177
O1 4.5151 3.4757 2.8205  0.065
C11 0.9176 1.7439 0.8424  -0.206
P1 1.4292 2.8004 -0.6983  0.969
O2 2.9042 2.2113 -0.9807  -0.249
O3 1.7985 4.1889 0.0472  -0.246
C12 -0.6024 1.2527 0.7687  -0.318
C13 -0.5339 -0.2135 1.0933  -0.115
C14 -1.8119 -1.0306 0.9632  -0.254
N3 -1.6074 -2.4387 1.2258  0.039
O4 -1.1258 1.5832 -0.5355  -0.024
C15 -0.8270 0.7315 -1.4756  -0.308
N4 -0.4358 -0.0212 -2.3233  0.232
H1 -2.4505 2.2614 3.5527  0.101
H2 -1.6925 0.7292 3.3200  0.093
H3 -3.0760 1.1196 2.3711  0.084
H4 -2.3159 3.9767 1.9827  0.121
H5 -1.3961 3.9136 0.5158  0.123
H6 -3.3863 1.8359 0.3904  0.098
H7 -3.2406 3.2279 -0.5753  0.122
H8 -4.5092 3.5122 2.1145  0.106
H9 -4.6536 4.5004 0.6623  0.121
H10 -5.5736 1.6970 0.5691  0.104
H11 -6.1042 3.0591 -0.3604  0.115
H12 -6.8494 3.9216 2.0490  0.108
H13 -7.8831 2.9421 1.0500  0.105
H14 -7.6705 2.0473 3.2526  0.063
H15 -7.0188 1.0333 2.1893  0.062
H16 -0.2662 3.1715 3.4287  0.188
H17 2.4558 1.9378 3.4962  0.159
H18 1.9628 3.5956 3.5229  0.142
H19 3.6080 2.9364 1.0858  0.095
H20 1.5914 0.8988 0.8982  0.143
H21 2.9345 1.2551 -0.9097  0.050
H22 2.7244 4.4323 -0.0235  0.071
H23 -0.1932 -0.2840 2.1116  0.131
H24 0.2126 -0.6985 0.4930  0.125
H25 -2.5962 -0.6881 1.6107  0.097
H26 -2.1856 -0.9430 -0.0384  0.112
H27 -0.9657 -2.8369 0.5568  0.050
H28 -1.2416 -2.5619 2.1553  0.075
O5 5.0226 -2.1392 -3.7431  -0.262
S1 5.0722 -0.7637 -3.3599  0.561
O6 4.4517 -0.3510 -2.1340  -0.301
O7 4.5205 0.1195 -4.5453  -0.259
C16 3.2202 -0.2142 -5.0993  -0.229
C17 2.0909 0.1237 -4.1541  -0.106
C18 6.7288 -0.1820 -3.3934  -0.114
H29 3.1987 -1.2677 -5.3782  0.119
H30 3.1595 0.3665 -6.0153  0.125
H31 2.1180 -0.5027 -3.2664  0.053
H32 1.1294 -0.0292 -4.6382  0.075
H33 2.1627 1.1651 -3.8344  0.074
H34 7.1861 -0.4783 -4.3317  0.080
H35 7.2416 -0.6465 -2.5546  0.079
H36 6.7233 0.8977 -3.2808  0.077
O8 -0.1751 -4.7441 -1.0939  -0.283
S2 0.1784 -5.6525 -0.0435  0.544
O9 0.7678 -5.1314 1.1542  -0.288
O10 1.0803 -6.8018 -0.6317  -0.258
C19 2.2856 -6.4339 -1.3564  -0.231
C20 3.4014 -5.9766 -0.4408  -0.070
C21 -1.2079 -6.6413 0.3821  -0.114
H37 2.0450 -5.6826 -2.1075  0.116
H38 2.5716 -7.3416 -1.8798  0.123
H39 3.1541 -5.0393 0.0544  0.068
H40 4.3077 -5.8268 -1.0231  0.083
H41 3.5928 -6.7208 0.3319  0.087
H42 -1.6444 -7.0443 -0.5259  0.078
H43 -1.9137 -5.9872 0.8889  0.076
H44 -0.8800 -7.4332 1.0486  0.079

Cartesian forces (eV/Å) of the 2 atoms listed first:
C 0.6 -0.2 -0.2
C -1.6 -0.1 0.9

Strongest force on any atom, eV Å⁻¹: 5.01
LUMO, eV: -3.8
HOMO-LUMO gap, eV: 7.69
Charge: +1